Version one
Below is an isolated molecule of C5H11N3O, with properties calculated with wB97M-V/def2-TZVPD.

Atoms and positions in Å:
1 C 1.05624 0.52358 0.08970
2 C -0.37541 0.61764 0.06409
3 C -1.19697 1.90132 0.02906
4 C 3.34166 -0.11173 -0.01441
5 C -3.34644 -1.32096 -0.06237
6 N 1.57616 -1.74391 0.08441
7 N 1.89860 -0.50524 0.05566
8 N -1.10978 -0.46178 0.14916
9 O -2.51176 -0.17087 0.04463
10 H 1.61921 1.50882 0.30080
11 H -0.55411 2.75551 -0.10184
12 H -1.63095 2.03908 0.93188
13 H -1.94341 1.86423 -0.67472
14 H 3.59173 0.99614 0.27225
15 H 4.02386 -0.84490 0.60133
16 H 3.87164 -0.24620 -1.07828
17 H -4.16343 -1.12393 0.70423
18 H -2.70310 -2.10163 -0.09593
19 H -3.81206 -1.33929 -1.01001
20 H 2.36832 -2.23588 -0.28964

Gap between HOMO and LUMO ... 7.99 eV

Mulliken atomic charge list, values in e, 6 entries: atom 1 (C): -0.14, atom 2 (C): 0.80, atom 3 (C): -1.36, atom 4 (C): -0.75, atom 5 (C): -0.64, atom 6 (N): -0.89

---

Version two
Below is an isolated molecule of C5H11N3O, with properties calculated with wB97M-V/def2-TZVPD.

Atoms and positions in Å:
1 C -2.11606 -1.31734 0.49228
2 C -1.01403 -0.48427 -0.09714
3 N -1.20911 0.70048 -0.43560
4 N -2.53064 1.19669 -0.07174
5 N 0.24378 -1.10521 -0.05370
6 C 1.35681 -0.46425 -0.69234
7 C 2.56876 -0.62075 0.13569
8 C 1.94993 0.68678 -0.15154
9 O 1.34842 1.34878 0.81532
10 H -1.76702 -2.40230 0.62713
11 H -2.59361 -0.79696 1.42378
12 H -2.90087 -1.09443 -0.45236
13 H -2.62547 2.13242 -0.35777
14 H -3.29082 0.58648 -0.63264
15 H 0.10188 -2.09628 -0.04933
16 H 1.26591 -0.61218 -1.76670
17 H 2.35013 -1.08747 1.11395
18 H 3.56136 -0.79790 -0.20976
19 H 2.61375 1.42865 -0.77507
20 H 0.49667 1.60493 0.36176

SMILES ... C/C(=N\N)N[C@@H]1C[C@@H]1O
Gap between HOMO and LUMO ... 9.19 eV

Mulliken atomic charge list, values in e, 6 entries: atom 1 (C): -0.87, atom 2 (C): 0.78, atom 3 (N): -0.39, atom 4 (N): -0.72, atom 5 (N): -0.27, atom 6 (C): -0.07

---

Name the most stable of them. version two.

---

Version one
Below is an isolated molecule of C5H11N3O, with properties calculated with wB97M-V/def2-TZVPD.

Atoms and positions in Å:
1 H 0.96132 0.25713 2.00809
2 N 2.01920 0.56636 1.69183
3 C 1.86796 0.25487 0.49237
4 C 2.82996 0.26740 -0.63882
5 N 0.51058 -0.34823 0.32944
6 O 0.53949 -1.54625 -0.47912
7 C -0.46304 0.57553 -0.27267
8 C -1.88481 0.13826 -0.03493
9 C -2.66110 0.75273 0.85858
10 N -2.31452 -0.88122 -0.87103
11 H 2.90598 -0.71709 -1.09985
12 H 2.47155 0.95989 -1.40294
13 H 3.79624 0.60234 -0.27325
14 H 0.71787 -2.25698 0.15131
15 H -0.28686 1.54229 0.19792
16 H -0.27044 0.65467 -1.34984
17 H -2.29570 1.57836 1.44262
18 H -3.68441 0.45272 1.01842
19 H -1.59005 -1.51470 -1.17477
20 H -3.16924 -1.33808 -0.59335

SMILES ... [H]/N=C(/C)N(O)CC(=C)N
Gap between HOMO and LUMO ... 9.02 eV

Mulliken atomic charge list, values in e, 6 entries: atom 1 (H): 0.41, atom 2 (N): -0.69, atom 3 (C): 0.61, atom 4 (C): -1.09, atom 5 (N): -0.08, atom 6 (O): -0.53

---

Version two
Below is a cluster of 2 separate species, C5H11N3O in total, with properties calculated with wB97M-V/def2-TZVPD.

Atoms and positions in Å:
1 C -0.88177 0.24699 -1.81341
2 C -1.46367 -0.72861 -0.79451
3 C -0.95093 -0.41462 0.68706
4 C -0.28555 -1.61384 1.31412
5 O -1.50731 0.43963 1.34600
6 H -1.44723 0.19984 -2.74306
7 H -0.94587 1.27168 -1.45391
8 H 0.12917 -0.04555 -2.09135
9 H -1.33816 -1.76367 -1.11279
10 H -2.53924 -0.54811 -0.73179
11 H 0.53051 -1.93873 0.67174
12 H 0.11757 -1.35106 2.29007
13 H -1.00219 -2.42589 1.42119
14 N 3.10681 0.37790 -0.62911
15 C 2.09444 0.56348 0.01253
16 N 1.06569 1.00600 0.49178
17 N 0.65553 2.27224 0.86879
18 H 3.78517 -0.35991 -0.54654
19 H -0.31840 2.18152 1.15912
20 H 1.19541 2.63069 1.65407

SMILES ... CCC(C)=O.N=C=NN
Gap between HOMO and LUMO ... 9.60 eV

Mulliken atomic charge list, values in e, 6 entries: atom 1 (C): -1.08, atom 2 (C): -0.39, atom 3 (C): 0.95, atom 4 (C): -1.44, atom 5 (O): -0.66, atom 6 (H): 0.40

---

Version three
Below is a cluster of 2 separate species, C5H11N3O in total, with properties calculated with wB97M-V/def2-TZVPD.

Atoms and positions in Å:
1 C 1.86956 -0.18625 1.13040
2 C 0.91587 -0.76863 0.12178
3 O 0.55718 -1.94466 0.17506
4 C 0.93046 -0.00340 -1.33601
5 N -0.16111 -0.44831 -2.18945
6 H 2.56905 -0.94992 1.47504
7 H 1.30421 0.19630 1.98420
8 H 2.43619 0.65560 0.72894
9 H 1.88057 -0.30804 -1.78262
10 H 0.95780 1.08335 -1.25153
11 H -0.57958 0.33836 -2.67999
12 H -0.92678 -0.78551 -1.59377
13 C -1.06020 2.47248 0.15864
14 C -1.17505 1.33361 0.54907
15 N -1.43993 0.07640 1.20920
16 N -2.13513 -0.90219 0.48102
17 H -0.62921 3.32033 -0.32814
18 H -1.17993 -0.01714 2.18788
19 H -2.61192 -1.63074 1.01799
20 H -1.52206 -1.53164 -0.05771

SMILES ... CC(=O)CN.C#CNN
Gap between HOMO and LUMO ... 9.45 eV

Mulliken atomic charge list, values in e, 6 entries: atom 1 (C): -1.21, atom 2 (C): 0.72, atom 3 (O): -0.57, atom 4 (C): -0.48, atom 5 (N): -0.65, atom 6 (H): 0.37

---

Name the most stable of them. version two.

---

Version one
Below is an isolated molecule of C5H11N3O, with properties calculated with wB97M-V/def2-TZVPD.

Atoms and positions in Å:
1 C -0.81399 -0.61647 -1.99042
2 C -0.87375 0.57121 0.26083
3 C 0.80734 1.08432 0.41517
4 C 0.61345 -0.18305 1.02798
5 N 1.60369 1.10471 -0.68903
6 N 0.40426 -0.27084 2.42042
7 N 1.19077 -1.37731 0.50820
8 C -1.44857 0.16470 -0.88516
9 O -1.67384 1.14828 1.22227
10 H -1.27623 2.00984 1.41388
11 H 1.69285 1.96572 -1.19887
12 H 2.28620 0.37229 -0.84761
13 H -0.38938 -0.85214 2.66601
14 H 0.28669 0.64402 2.83557
15 H 1.16219 -2.14241 1.16634
16 H 0.85825 -1.64535 -0.40520
17 H -2.47091 0.49616 -1.03667
18 H -1.34824 -0.44895 -2.92868
19 H 0.22749 -0.32554 -2.14902
20 H -0.83828 -1.69920 -1.80602

Gap between HOMO and LUMO ... 8.15 eV

Mulliken atomic charge list, values in e, 6 entries: atom 1 (C): -1.35, atom 2 (C): 0.25, atom 3 (C): -1.10, atom 4 (C): 1.08, atom 5 (N): -0.21, atom 6 (N): -0.65

---

Version two
Below is a structure of composition C5H11N3O, with properties calculated with wB97M-V/def2-TZVPD.

Atoms and positions in Å:
1 C 0.62231 0.52288 -1.31497
2 C -1.46055 -1.06514 1.55278
3 C -0.58006 -0.09428 -1.99977
4 N -0.16217 -0.51897 1.18914
5 C -0.03433 1.02652 0.55350
6 N 1.09991 1.66295 1.08895
7 C 1.50324 -1.17750 -0.19728
8 N 0.74222 -1.32436 0.74617
9 O -1.11314 1.59392 0.52080
10 H 1.91901 1.08937 1.22459
11 H 0.87113 2.28323 1.85391
12 H 2.48602 -1.56316 -0.41363
13 H 1.55295 0.27940 -1.83076
14 H 0.62979 1.60972 -1.38484
15 H -2.17294 -0.24670 1.62182
16 H -1.39889 -1.55889 2.52391
17 H -1.82302 -1.77435 0.80343
18 H -0.63645 0.22151 -3.04545
19 H -0.54373 -1.18504 -1.98591
20 H -1.50130 0.21887 -1.50639

Gap between HOMO and LUMO ... 8.75 eV

Mulliken atomic charge list, values in e, 6 entries: atom 1 (C): -0.65, atom 2 (C): -0.87, atom 3 (C): -0.93, atom 4 (N): 0.38, atom 5 (C): 0.32, atom 6 (N): -0.49

---

Name the most stable of them. version one.

---

Version one
Below is an isolated molecule of C6H10N4, with properties calculated with wB97M-V/def2-TZVPD.

Atoms and positions in Å:
1 C -2.36195 -1.59003 -1.15195
2 C -1.31211 -2.29247 -1.66895
3 N -0.16122 -1.48018 -1.57146
4 C -0.61933 -0.40681 -0.96949
5 N 0.16219 0.75946 -0.61474
6 C -0.41590 1.49420 0.58680
7 C 0.74825 1.55015 1.66776
8 C 1.72091 0.42839 1.25015
9 N 1.52908 0.36728 -0.22652
10 N -1.90583 -0.40497 -0.64933
11 H -3.24279 -2.16976 -1.06393
12 H -1.16755 -3.34105 -2.01357
13 H 0.80980 -1.52403 -1.66478
14 H -1.25161 0.99977 1.01257
15 H -0.68351 2.39740 0.16146
16 H 0.39936 1.33542 2.65715
17 H 1.22221 2.51874 1.56694
18 H 2.76124 0.76679 1.47847
19 H 1.66325 -0.58031 1.71252
20 H 2.10550 1.17201 -0.49911

SMILES ... c1c[nH]c(N2CCCN2)n1
Gap between HOMO and LUMO ... 8.88 eV

Mulliken atomic charge list, values in e, 6 entries: atom 1 (C): -0.37, atom 2 (C): -0.31, atom 3 (N): -0.05, atom 4 (C): 0.30, atom 5 (N): -0.03, atom 6 (C): -0.67

---

Version two
Below is a cluster of 2 separate species, C6H10N4 in total, with properties calculated with wB97M-V/def2-TZVPD.

Atoms and positions in Å:
1 C -2.80401 -1.63252 -1.01338
2 C -0.18186 2.37515 1.68895
3 C -2.13948 -0.49279 -1.29630
4 C -0.76366 -0.36662 -1.16605
5 C 0.08112 -1.47875 -0.52937
6 C 2.29319 0.31634 1.48261
7 N -3.48827 -2.42269 -0.55851
8 N 0.67075 1.75063 1.26972
9 N 1.50147 1.10959 0.64749
10 N 0.00667 0.67900 -1.61407
11 H -1.18820 2.77834 2.02439
12 H -2.74776 0.07093 -1.94546
13 H -0.45096 -2.32371 -0.48249
14 H 0.27742 -1.18488 0.52419
15 H 1.01006 -1.67136 -1.05055
16 H 2.59467 0.88033 2.44605
17 H 1.75345 -0.59840 1.77791
18 H 3.20424 0.05559 1.07277
19 H -0.60717 1.39636 -1.89038
20 H 0.97834 0.75947 -1.38752

Gap between HOMO and LUMO ... 8.73 eV

Mulliken atomic charge list, values in e, 6 entries: atom 1 (C): 0.21, atom 2 (C): -0.21, atom 3 (C): -0.69, atom 4 (C): 1.04, atom 5 (C): -1.37, atom 6 (C): -0.81

---

Name the most stable of them. version one.

---

Version one
Below is a cluster of 2 separate species, C2H8NOS2 in total, with properties calculated with wB97M-V/def2-TZVPD.

Atoms and positions in Å:
1 C -0.30324 -0.05433 -1.28718
2 C 1.03573 -0.75431 -0.90511
3 N 1.59781 -0.40207 0.23224
4 O 0.10963 0.93884 2.60623
5 S -2.16681 -0.91305 -0.95778
6 S -3.89830 0.27077 -1.32985
7 H -0.44187 1.05122 -0.99065
8 H -0.52029 -0.03439 -2.35100
9 H 1.43035 -1.65158 -1.36315
10 H 0.44267 1.02757 3.47312
11 H 1.24221 0.29568 0.86664
12 H 2.42760 -0.80579 0.56031
13 H -0.70776 1.51539 2.69533
14 H -3.88426 0.05189 -2.70054

Net charge ... +1
Gap between HOMO and LUMO ... 7.38 eV

Mulliken atomic charge list, values in e, 6 entries: atom 1 (C): -0.91, atom 2 (C): 0.27, atom 3 (N): -0.11, atom 4 (O): -0.65, atom 5 (S): 0.01, atom 6 (S): -0.11

---

Version two
Below is a cluster of 2 separate species, C2H8NOS2 in total, with properties calculated with wB97M-V/def2-TZVPD.

Atoms and positions in Å:
1 C 0.33447 0.67415 -0.44289
2 C 0.89678 -0.64420 -0.01671
3 N 2.04746 -0.78389 0.52856
4 O 0.13863 -1.63652 -0.04056
5 S 1.59607 2.03012 -0.31882
6 S -3.16487 0.05556 -0.16464
7 H -0.53935 0.85015 0.25614
8 H 0.18710 0.64703 -1.60091
9 H 2.76739 -0.13031 0.92687
10 H 2.37210 -1.72812 0.71294
11 H -3.47449 0.32325 1.07080
12 H -0.70732 -1.28520 -0.40931
13 H 0.70265 2.97261 -0.43346
14 H -3.15662 -1.34463 -0.06801

Net charge ... +1
Gap between HOMO and LUMO ... 9.81 eV

Mulliken atomic charge list, values in e, 6 entries: atom 1 (C): -0.65, atom 2 (C): 0.71, atom 3 (N): -0.33, atom 4 (O): -0.32, atom 5 (S): -0.19, atom 6 (S): -0.39

---

Name the most stable of them. version two.

---

Version one
Below is a cluster of 2 separate species, C3H10N2O3S in total, with properties calculated with wB97M-V/def2-TZVPD.

Atoms and positions in Å:
1 C -0.43270 1.59815 2.19211
2 C -0.45804 0.15307 1.78584
3 C -1.03932 -0.04395 0.38715
4 N -2.22862 -0.75022 0.42993
5 N -0.52646 0.50311 -0.65363
6 O 0.88092 -0.99128 -3.10919
7 O 1.94889 -1.68549 -0.81758
8 O 3.22650 -0.60663 -2.86546
9 S 1.87462 -0.59999 -1.71240
10 H 0.13872 1.81457 3.11596
11 H -0.06542 2.22285 1.40653
12 H -1.47951 1.86968 2.43157
13 H 0.57125 -0.20849 1.76335
14 H -1.11143 -0.31436 2.62699
15 H -2.91297 -0.66944 -0.38695
16 H -2.42070 -1.31301 1.21547
17 H -1.19196 0.33627 -1.51943
18 H 4.11806 -1.00346 -2.65758
19 H 1.10816 -0.31140 -3.63268

Gap between HOMO and LUMO ... 10.16 eV

Mulliken atomic charge list, values in e, 6 entries: atom 1 (C): -1.25, atom 2 (C): -0.28, atom 3 (C): 0.73, atom 4 (N): -0.44, atom 5 (N): -0.67, atom 6 (O): -0.46

---

Version two
Below is a cluster of 2 separate species, C3H10N2O3S in total, with properties calculated with wB97M-V/def2-TZVPD.

Atoms and positions in Å:
1 C 0.09494 0.05848 -2.47837
2 C 1.55175 0.16110 1.93968
3 C -1.91762 -0.00438 1.15729
4 N 0.91912 -1.03852 -2.10746
5 N 0.33518 0.12565 1.24223
6 O -1.01498 -2.22762 -1.05014
7 O 1.30464 -3.03416 -0.55374
8 O -0.78190 -0.02508 2.04827
9 S 0.34307 -1.93740 -0.73192
10 H -1.01330 -0.24513 -2.18314
11 H 0.33290 0.90097 -1.88319
12 H 0.31917 0.39119 -3.55710
13 H 2.49373 0.23610 1.37350
14 H 1.44281 1.03638 2.73696
15 H 1.67876 -0.76243 2.47754
16 H -2.60192 -0.67946 1.43714
17 H -1.45984 -0.31679 0.19361
18 H -2.50227 0.91535 1.35248
19 H 1.83292 -0.73015 -1.89570

Gap between HOMO and LUMO (alpha / beta) ... 7.18 / 8.96 eV

Mulliken atomic charge list, values in e, 6 entries: atom 1 (C): -0.63, atom 2 (C): -0.82, atom 3 (C): -0.22, atom 4 (N): -0.30, atom 5 (N): -0.07, atom 6 (O): -0.52

---

Name the most stable of them. version one.